Entry 1:
The following is a DFT calculation (ωB97M-V/def2-TZVPD) of 2 unconnected molecules or ions with the total composition C2H7S.

Geometry as XYZ:
```
10
Properties=species:S:1:pos:R:3
S 2.9013 1.5295 -0.3183
H 1.8022 2.3378 -0.2536
C -1.3456 -0.5930 -0.1404
C 0.1250 -0.3470 0.2249
H -1.6334 -1.6289 0.0739
H -2.0913 -0.0894 0.4867
H -1.4664 -0.3711 -1.1976
H 0.2540 0.5586 0.8105
H 0.8163 -0.3610 -0.6107
H 0.6378 -1.0353 0.9246
```

net charge: -1
multiplicity: 1
total energy: -13023.1895 eV
Kohn-Sham gap: 6.31 eV
HOMO: -2.33 eV
M: 63.15 g/mol


Entry 2:
The following is a DFT calculation (ωB97M-V/def2-TZVPD) of a molecular structure, C18H24BClNNdO11P2S4.

Geometry as XYZ:
```
63
Properties=species:S:1:pos:R:3
Nd -0.2620 0.1477 0.0199
O 3.4090 -6.2738 -0.7146
C 2.8370 -5.2101 -0.5511
S 3.5485 -3.6374 -0.8715
C 2.1774 -2.6067 -0.4046
C 1.0705 -3.2627 0.0120
S -0.4799 -2.6906 0.5614
S 1.1942 -5.0369 0.0316
S 2.5165 -0.9100 -0.5540
N -2.0422 4.7928 -0.2355
C -2.6982 3.4355 -0.1172
C -4.1846 3.5913 0.1330
P -1.8909 2.7241 1.3962
O -0.3162 2.9174 0.8934
O -2.1532 3.7675 2.4342
O -2.2138 1.2810 1.5442
P -2.3368 2.4695 -1.6586
O -0.8994 3.1943 -1.9781
O -3.3210 2.8503 -2.6980
O -2.1331 1.0392 -1.2556
H -1.8978 5.1172 0.7325
H -2.5989 5.4378 -0.7885
H -1.1451 4.5949 -0.7203
H -4.3632 4.2324 0.9995
H -4.6009 2.6078 0.3538
H -4.6887 3.9813 -0.7540
H 0.1856 2.7056 1.7174
H -0.2174 2.4854 -2.1850
C -1.0120 -1.3874 5.0020
C 0.1322 -0.4912 4.5381
C 1.4050 -0.9006 5.2884
O 0.3761 -0.7463 3.1587
B 0.5312 0.4035 2.4015
O 0.2759 1.5038 3.2931
C -0.1602 1.0481 4.5832
C 0.6195 1.8051 5.6568
C -1.6443 1.3785 4.7461
H -0.7056 -2.4270 4.8826
H -1.8983 -1.2309 4.3908
H -1.2459 -1.2012 6.0534
H 1.5989 -1.9479 5.0555
H 1.2957 -0.7920 6.3705
H 2.2593 -0.3159 4.9470
H 1.6936 1.7254 5.4925
H 0.3761 1.4229 6.6513
H 0.3410 2.8592 5.6082
H -2.2339 0.8900 3.9744
H -1.7821 2.4526 4.6191
H -2.0029 1.0785 5.7340
Cl -1.6113 0.4640 -8.5342
C -1.1591 0.3426 -6.8514
C 0.1778 0.4366 -6.5056
C 0.5314 0.3677 -5.1662
C -0.4414 0.1789 -4.1948
C -1.7765 0.0640 -4.5625
C -2.1439 0.1596 -5.8954
C -0.0842 0.0786 -2.7333
O 0.5551 1.0447 -2.1991
O -0.4547 -0.9321 -2.1242
H 0.9298 0.5637 -7.2731
H 1.5675 0.4470 -4.8605
H -2.5222 -0.0827 -3.7921
H -3.1823 0.0919 -6.1897
```

net charge: -2
multiplicity: 4
total energy: -133476.4980 eV
Kohn-Sham gap (spin up / spin down): 4.58 / 4.58 eV
HOMO (spin up / spin down): -0.69 / -0.68 eV
M: 811.11 g/mol


Entry 3:
The following is a DFT calculation (ωB97M-V/def2-TZVPD) of C2H4N6S2 in the gas phase.

Geometry as XYZ:
```
14
Properties=species:S:1:pos:R:3
C 0.4353 -0.1536 -0.4166
C -0.6632 -0.2829 -1.1468
N 1.3882 0.5377 -0.1286
N 2.3243 0.6564 0.7190
N 1.8791 0.5875 2.0344
N 0.5749 0.4077 2.1036
N -0.6020 -0.8818 -2.4492
N -1.9160 -0.0424 -0.6760
S 2.8794 0.5565 3.3165
S -0.3530 0.3354 3.3952
H 0.0812 -1.4674 -2.9204
H -1.6145 -1.1363 -2.7142
H -1.8739 0.4974 0.1632
H -2.5398 0.3858 -1.2800
```

multiplicity: 1
total energy: -32742.2613 eV
Kohn-Sham gap (spin up / spin down): 5.36 / 6.61 eV
HOMO (spin up / spin down): -7.35 / -7.99 eV
M: 176.23 g/mol


Entry 4:
The following is a DFT calculation (ωB97M-V/def2-TZVPD) of 15 unconnected molecules or ions with the total composition C5H35O16.

Geometry as XYZ:
```
56
Properties=species:S:1:pos:R:3
O -1.0697 -1.5172 2.1020
C 0.0167 -1.4431 1.4921
O 0.3374 -2.0620 0.4625
C 1.1576 -0.7528 2.3244
C 2.4708 -0.5081 1.6251
C 2.2734 0.3050 0.3514
C 3.3529 0.7197 -0.3460
H 1.2445 -1.0791 3.3459
H 0.7394 0.2729 2.4910
H 2.9390 -1.4538 1.3350
H 3.1980 0.0192 2.2479
H 1.2711 0.3377 -0.0826
H 4.3717 0.6857 0.0058
H 3.2610 0.8785 -1.4034
H -3.0090 0.4380 2.9916
H -1.6082 -0.0411 2.6427
O -2.1285 0.7866 2.8098
H 0.6464 -3.3216 -2.5095
H 0.5857 -2.0828 -1.6279
O 0.8642 -2.3530 -2.5230
H -3.2537 -0.7346 -0.2599
H -2.5921 0.6158 0.0339
O -3.1084 0.1668 -0.6531
H -2.9891 -2.5505 0.1974
H -2.3895 -1.8192 1.4088
O -3.2826 -2.0247 0.9537
H -1.5030 3.9802 -0.8532
H -0.0123 3.8775 -0.6823
O -0.6657 4.0806 -1.3607
H -3.3180 3.0879 -0.9914
H -3.2554 2.7706 0.4529
O -3.1355 3.5476 -0.1134
H -0.3957 -3.6919 -0.3381
H 0.9931 -4.3721 -0.4412
O 0.1166 -4.3355 -0.8491
H 3.3967 -1.6873 -1.4042
H 2.5749 -2.5990 -2.2649
O 3.3648 -2.6124 -1.6729
H -0.9934 -1.2014 -3.0469
H -2.2008 -0.7848 -2.1788
O -1.8861 -0.8427 -3.0943
H -0.7343 2.9687 -2.5429
H -0.4940 1.8469 -3.7251
O -1.0589 2.5278 -3.3624
H 3.4698 -3.3781 0.1422
H 2.1331 -3.3956 0.9722
O 2.9021 -3.9193 0.7338
H -0.7517 3.4200 2.6665
H -0.5760 1.8365 2.5257
O -0.1494 2.6951 2.4862
H -2.8851 2.3766 -3.1158
H -3.2768 1.2389 -2.1768
O -3.4765 2.1571 -2.3603
H 3.3541 2.8683 1.8222
H 2.1237 3.1780 2.6243
O 3.0408 2.8791 2.7333
```

multiplicity: 2
total energy: -38510.3901 eV
Kohn-Sham gap (spin up / spin down): 9.84 / 3.68 eV
HOMO (spin up / spin down): -10.39 / -10.39 eV
M: 351.32 g/mol


Entry 5:
The following is a DFT calculation (ωB97M-V/def2-TZVPD) of a molecular structure, C21H18MnN4O2STe.

Geometry as XYZ:
```
48
Properties=species:S:1:pos:R:3
Mn 0.5565 -1.1513 0.1849
C -1.3592 -5.0853 -0.7160
C -2.6666 -4.6642 -1.0186
C -3.0197 -3.3522 -0.8509
C -2.0626 -2.4255 -0.3738
N -0.7814 -2.8473 -0.1055
C -0.4682 -4.1339 -0.2658
C -2.3244 -1.0480 -0.1168
C -3.5779 -0.3769 -0.1474
C -3.6890 0.8858 0.3535
C -2.5677 1.5219 0.9747
C -1.3732 0.8448 0.9288
N -1.2324 -0.3333 0.3043
C -0.1196 1.2502 1.6383
C 0.0445 2.4480 2.3172
C 1.2336 2.6725 2.9933
C 2.2238 1.7012 2.9833
C 1.9994 0.5358 2.2690
N 0.8597 0.3227 1.6112
H -1.0516 -6.1137 -0.8275
H -3.3980 -5.3741 -1.3823
H -4.0244 -3.0241 -1.0776
H 0.5579 -4.3914 -0.0241
H -4.4508 -0.8824 -0.5380
H -4.6454 1.3900 0.3362
H -2.6795 2.4644 1.4865
H -0.7392 3.1906 2.3126
H 1.3833 3.6033 3.5239
H 3.1599 1.8441 3.5027
H 2.7346 -0.2555 2.1782
N 0.8575 -1.5194 -2.0071
C 2.1278 -2.2576 -2.1361
C 2.8114 -2.5788 -0.7898
O 3.7483 -3.3546 -0.8056
O 2.3623 -1.9540 0.2466
H 0.0680 -2.1008 -2.2619
H 0.8400 -0.7052 -2.6090
H 2.8469 -1.6660 -2.7067
H 2.0023 -3.1923 -2.6832
Te 2.7405 1.4155 -1.0830
C 2.1618 3.3697 -0.8884
C 0.8574 3.8236 -0.8317
C 0.7630 5.2184 -0.6523
C 1.9931 5.8140 -0.5725
S 3.2546 4.6833 -0.7083
H 0.0103 3.1595 -0.9255
H -0.1666 5.7644 -0.5932
H 2.1990 6.8641 -0.4466
```

multiplicity: 6
total energy: -81573.3580 eV
Kohn-Sham gap (spin up / spin down): 5.00 / 4.96 eV
HOMO (spin up / spin down): -5.21 / -7.07 eV
M: 573.01 g/mol


Entry 6:
The following is a DFT calculation (ωB97M-V/def2-TZVPD) of 2 unconnected molecules or ions with the total composition C4H14NOSi.

Geometry as XYZ:
```
21
Properties=species:S:1:pos:R:3
C -2.6653 -0.6434 -0.1125
C -1.8106 0.6477 -0.0286
C -0.3331 0.5562 -0.4617
C 0.6611 -0.1105 0.4623
N 0.6420 0.3759 1.7054
O 2.5525 0.9777 -0.8128
Si 1.6807 -1.6852 -0.2260
H -3.6917 -0.5573 0.1494
H -2.4015 -1.3264 0.5892
H -2.5453 -0.9997 -1.1166
H -1.7543 1.2771 0.8587
H -2.2278 1.3987 -0.6913
H -0.2936 0.2412 -1.4630
H -0.0674 1.6691 -0.3988
H 2.7530 1.9158 -0.4297
H -0.0229 1.0255 2.1667
H 1.3885 0.1745 2.3542
H 2.2852 1.1325 -1.6745
H 1.2051 -2.6039 0.7125
H 3.1456 -1.8057 0.0084
H 1.4997 -1.6596 -1.5916
```

net charge: +1
multiplicity: 1
total energy: -15781.7275 eV
Kohn-Sham gap: 10.89 eV
HOMO: -15.38 eV
M: 120.25 g/mol